No. 1
The following is a quantum chemistry calculation of a molecular structure, H44O22Y in a non-equilibrium geometry, from OMol25.

Its lowest unoccupied orbital energy is -7.16 eV. Its HOMO-LUMO gap is 11.39 eV. Its HOMO energy is -18.6 eV. The net charge is +3.

Cartesian coordinates (Å):
O  -0.85  1.36  4.37
H  2.30  0.99  -1.77
O  -3.54  1.69  2.49
H  1.57  2.04  1.30
H  -1.28  -0.36  -4.80
H  -2.79  0.86  -0.10
O  1.33  -4.15  -2.08
H  -0.14  0.97  4.88
H  -4.41  0.54  -1.73
H  2.95  0.68  -0.45
H  -0.64  1.53  -2.57
O  -0.88  -0.66  2.10
O  1.77  -0.82  1.62
H  0.06  -3.49  -0.12
H  -1.76  -1.91  -1.68
H  2.02  -4.81  -2.07
Y  0.07  -0.16  -0.08
O  0.68  1.71  1.18
H  0.73  -4.42  -2.78
O  -3.58  1.01  -1.77
H  -3.49  1.27  -2.69
O  1.27  -3.37  2.66
O  0.27  -2.66  0.32
O  -1.00  3.32  2.40
H  0.16  0.08  -4.94
H  -4.29  1.13  2.68
H  0.43  -1.01  -2.94
H  -1.17  -1.49  2.48
H  -1.14  2.64  3.06
O  0.67  -1.29  -2.06
H  -1.29  1.95  4.98
H  -2.49  -3.48  2.32
H  5.31  0.14  -0.44
H  -0.22  2.46  -1.45
O  -0.52  -0.11  -4.29
H  -3.00  -2.49  -3.88
H  -2.78  -1.48  -0.65
H  2.58  1.59  -4.24
H  0.94  4.33  -0.29
O  3.07  2.66  1.34
O  -1.98  -2.98  2.95
H  -3.91  2.56  2.34
H  -1.11  0.00  2.75
H  3.38  3.26  0.67
O  -1.87  -1.35  -0.92
H  -1.38  -3.62  3.34
H  0.85  -3.55  3.50
H  2.15  -3.71  2.75
H  0.64  -2.92  1.16
H  -0.56  4.02  2.87
H  -1.73  -3.26  -4.15
H  3.05  3.19  2.14
H  2.38  -0.31  2.15
H  2.51  0.11  -3.91
O  -2.12  -2.63  -3.55
O  2.10  0.68  -0.89
H  0.13  2.31  1.68
H  1.07  -2.15  -2.18
O  2.48  0.98  -3.51
O  -0.39  1.54  -1.64
H  0.03  4.93  -1.34
O  -1.97  0.93  0.39
O  4.61  0.67  -0.06
H  1.76  -1.69  2.02
H  4.80  0.71  0.87
O  0.33  4.10  -0.99
H  -2.21  1.37  1.20



No. 2
The following is a quantum chemistry calculation of 2 unconnected molecules or ions with the total composition H4INP2 in a non-equilibrium geometry, from OMol25.

The spin multiplicity is 3. Its lowest unoccupied orbital energy (spin up / spin down) is 0.07 / -1.98 eV. Its HOMO-LUMO gap (spin up / spin down) is 8.06 / 6.98 eV. Its HOMO energy (spin up / spin down) is -8.0 / -9.0 eV. The energy above the lowest of the compared OMol25 structures with the same formula, charge and spin comes out at 147.8 kJ/mol. The net charge is 0.

Cartesian coordinates (Å):
H  -0.42  -3.00  -0.48
H  1.11  2.02  -0.51
P  0.84  0.66  -0.13
H  -1.61  0.61  0.65
P  -1.19  0.23  -0.58
N  0.30  -2.53  -0.89
H  1.23  0.36  -1.49
I  1.91  -2.49  0.20